[1]
{"formula": "C35H68N2O6P2SbSi3Sn", "method": "the ωB97M-V functional and the def2-TZVPD basis", "symbols": ["Sb", "Sn", "P", "P", "Si", "Si", "Si", "O", "O", "O", "O", "O", "O", "N", "N", "C", "C", "C", "C", "C", "C", "C", "C", "C", "C", "C", "C", "C", "C", "C", "C", "C", "C", "C", "C", "C", "C", "C", "C", "C", "C", "C", "C", "C", "C", "C", "C", "C", "C", "C", "H", "H", "H", "H", "H", "H", "H", "H", "H", "H", "H", "H", "H", "H", "H", "H", "H", "H", "H", "H", "H", "H", "H", "H", "H", "H", "H", "H", "H", "H", "H", "H", "H", "H", "H", "H", "H", "H", "H", "H", "H", "H", "H", "H", "H", "H", "H", "H", "H", "H", "H", "H", "H", "H", "H", "H", "H", "H", "H", "H", "H", "H", "H", "H", "H", "H", "H", "H"], "positions_angstrom": [[-2.357, 0.104, 1.956], [-0.289, 0.019, -0.300], [0.118, -3.323, -1.828], [2.635, -1.738, -1.447], [-4.967, 1.197, 0.514], [0.572, -1.236, 2.926], [-3.629, 3.401, 2.439], [-0.886, -3.513, -3.017], [1.998, -0.425, -1.162], [4.073, -1.680, -2.071], [-0.362, -2.441, -0.742], [0.490, -4.748, -1.292], [2.810, -2.603, -0.163], [0.361, 1.862, 3.580], [-1.265, 2.440, -0.128], [4.038, 0.273, -3.541], [-2.580, 2.632, 0.030], [-4.194, 5.006, 1.640], [-3.254, 3.500, -0.845], [1.560, 2.022, 1.531], [-2.317, -3.180, -2.890], [1.961, -6.437, -2.172], [1.601, -2.654, -2.616], [0.027, -2.911, 2.297], [-1.192, 4.052, -1.900], [5.092, -3.141, 0.434], [-6.332, 2.419, 0.090], [-0.388, -6.963, -1.406], [-3.087, -4.320, -3.509], [-2.570, 4.205, -1.806], [0.586, 1.424, 2.340], [-4.975, 2.993, 3.676], [4.393, -1.192, -3.412], [-0.600, 3.149, -1.051], [2.276, 3.103, 2.000], [-2.771, 0.246, 4.040], [2.018, 3.568, 3.282], [3.139, -4.605, 1.073], [-5.702, 0.035, 1.791], [-2.533, -1.844, -3.561], [0.139, -1.190, 4.749], [5.866, -1.466, -3.606], [-2.035, 3.866, 3.281], [0.524, -5.972, -2.089], [-4.564, 0.230, -1.040], [1.056, 2.905, 4.025], [-3.329, 1.979, 1.163], [2.430, -1.035, 2.792], [-0.146, 0.201, 1.897], [3.754, -3.708, 0.024], [0.335, -3.669, 3.019], [4.335, 0.629, -4.527], [3.808, -1.793, -4.115], [0.985, -1.603, 5.302], [6.092, -2.519, -3.444], [-7.284, 1.890, 0.157], [-3.839, -0.563, -0.840], [0.827, 3.229, 5.034], [-6.393, 3.267, 0.766], [-2.530, -3.102, -1.821], [-1.235, 3.988, 2.548], [-4.154, -4.108, -3.462], [-2.405, -0.665, 4.500], [-5.467, -0.232, -1.441], [-3.590, -1.580, -3.530], [2.354, -6.632, -1.175], [2.743, -0.132, 3.319], [-1.060, -2.973, 2.207], [-4.360, 5.699, 2.469], [-5.043, 3.833, 4.369], [-0.044, -0.182, 5.115], [2.971, 0.455, -3.421], [4.996, -2.604, 1.377], [0.463, 2.952, -1.124], [-6.681, -0.283, 1.428], [-3.100, 4.877, -2.468], [6.457, -0.871, -2.910], [-3.847, 0.297, 4.168], [5.490, -2.464, -0.321], [-2.267, 1.099, 4.480], [-4.151, 0.880, -1.813], [-1.695, 3.138, 4.010], [2.555, 4.406, 3.702], [1.796, 1.603, 0.556], [2.951, -1.878, 3.251], [2.153, -3.455, -3.110], [5.798, -3.960, 0.572], [4.567, 0.853, -2.786], [-5.859, 0.523, 2.750], [-6.247, 2.799, -0.927], [3.036, 3.567, 1.385], [-1.392, -6.557, -1.298], [-3.437, 5.452, 0.998], [-5.945, 2.905, 3.187], [1.274, -1.933, -3.369], [-1.974, -1.057, -3.050], [-2.901, -5.254, -2.982], [-0.725, -1.815, 4.974], [3.037, -4.062, 2.011], [2.016, -7.360, -2.748], [0.448, -3.162, 1.327], [-0.008, -7.209, -0.415], [2.156, -4.955, 0.769], [-2.216, -1.888, -4.604], [6.158, -1.202, -4.621], [-2.167, 4.822, 3.791], [3.790, -5.465, 1.241], [3.835, -4.231, -0.934], [0.137, -5.731, -3.084], [-4.809, 2.099, 4.270], [2.598, -5.701, -2.662], [-5.125, 4.946, 1.081], [-4.317, 3.636, -0.739], [-0.446, -7.879, -1.993], [-2.808, -4.446, -4.555], [-5.114, -0.867, 1.956], [2.752, -0.952, 1.756], [-0.603, 4.601, -2.620]], "lowdin_charge": [1.369, 1.243, 0.453, 0.451, 0.410, 0.413, 0.470, -0.183, -0.395, -0.182, -0.400, -0.171, -0.182, 0.092, -0.016, -0.040, -0.417, -0.165, -0.064, -0.078, -0.415, -0.032, -0.187, -0.179, -0.048, -0.026, -0.166, -0.028, -0.030, -0.034, -0.464, -0.164, -0.425, -0.169, -0.054, -0.279, -0.058, -0.030, -0.196, -0.038, -0.178, -0.035, -0.163, -0.424, -0.180, -0.142, -0.525, -0.155, -0.681, -0.405, 0.042, 0.094, 0.135, 0.038, 0.087, 0.041, 0.003, 0.115, 0.013, 0.134, 0.037, 0.093, -0.012, 0.042, 0.086, 0.084, 0.041, 0.027, 0.044, 0.044, 0.019, 0.070, 0.089, 0.099, 0.041, 0.119, 0.094, -0.011, 0.072, 0.004, 0.036, 0.004, 0.104, 0.075, 0.034, 0.080, 0.096, 0.098, 0.019, 0.035, 0.111, 0.080, 0.038, 0.031, 0.094, 0.055, 0.075, 0.023, 0.080, 0.095, -0.009, 0.093, 0.067, 0.093, 0.092, 0.046, 0.096, 0.132, 0.136, 0.010, 0.069, 0.022, 0.081, 0.094, 0.093, 0.007, 0.017, 0.109], "total_charge": 1, "spin_multiplicity": 1, "relative_energy_kj_mol": 0.00}


[2]
{"formula": "C35H70F3N8O3PSSb", "method": "the ωB97M-V functional and the def2-TZVPD basis", "symbols": ["Sb", "S", "P", "F", "F", "F", "O", "O", "O", "N", "N", "N", "N", "N", "N", "N", "N", "C", "C", "C", "C", "C", "C", "C", "C", "C", "C", "C", "C", "C", "C", "C", "C", "C", "C", "C", "C", "C", "C", "C", "C", "C", "C", "C", "C", "C", "C", "C", "C", "C", "C", "C", "H", "H", "H", "H", "H", "H", "H", "H", "H", "H", "H", "H", "H", "H", "H", "H", "H", "H", "H", "H", "H", "H", "H", "H", "H", "H", "H", "H", "H", "H", "H", "H", "H", "H", "H", "H", "H", "H", "H", "H", "H", "H", "H", "H", "H", "H", "H", "H", "H", "H", "H", "H", "H", "H", "H", "H", "H", "H", "H", "H", "H", "H", "H", "H", "H", "H", "H", "H", "H", "H"], "positions_angstrom": [[-1.427, -0.647, 0.965], [-3.697, 0.402, 0.363], [-0.674, 0.156, -1.397], [4.873, -0.930, 1.474], [5.277, -3.035, 1.829], [5.618, -2.162, -0.123], [-2.249, -4.481, 2.404], [2.657, -1.412, 0.058], [-2.114, -1.423, 2.751], [-3.450, -6.216, 0.058], [0.166, -0.397, 5.847], [-1.111, 1.607, -1.901], [4.999, 3.664, -3.426], [0.261, 5.547, 0.430], [-0.993, -3.967, -2.477], [-0.139, 5.109, -6.936], [-5.158, 3.380, 6.868], [-2.627, -6.945, 0.390], [-1.257, 1.083, 4.489], [5.966, 1.304, -3.959], [0.474, 5.665, -0.692], [3.493, 3.905, -6.674], [0.743, 5.819, -2.123], [3.135, 4.494, -8.032], [-1.508, -7.774, 0.828], [0.892, 5.368, -7.369], [0.758, 4.493, -2.891], [4.771, -2.162, 0.940], [0.525, -1.642, 1.285], [-1.593, 1.714, 3.119], [3.341, -2.522, 0.545], [0.101, 0.400, 4.609], [-2.886, 3.778, 8.087], [-0.254, -7.505, -0.013], [-3.384, -2.956, -2.197], [2.199, 5.703, -7.933], [-4.150, 3.535, 7.394], [-3.946, -3.045, -4.676], [-2.941, -3.642, 3.339], [-2.080, 5.577, 6.471], [1.772, -0.803, 1.018], [-0.817, 1.229, 1.887], [-3.244, -2.251, 2.755], [4.335, 0.241, -2.317], [-2.051, -3.535, -2.356], [1.840, 3.545, -2.404], [-2.404, 5.224, 7.917], [-0.438, -7.878, -1.478], [-2.056, -3.583, 4.571], [4.852, 0.267, -3.750], [5.475, 2.653, -3.684], [-4.362, -3.448, -3.267], [3.413, -3.285, -0.240], [3.901, 1.202, -2.036], [0.255, -0.223, 3.724], [3.559, -0.514, -2.190], [6.353, 1.275, -4.979], [-1.330, -7.542, 1.879], [-1.710, 6.600, 6.400], [2.677, 3.735, -8.668], [-1.804, -8.823, 0.763], [-2.665, 1.604, 2.924], [-3.905, -4.109, 3.609], [-3.030, 3.545, 9.143], [0.262, 1.199, 2.084], [0.475, -7.690, -2.041], [-0.212, 4.000, -2.810], [2.611, 3.524, -6.158], [2.031, 6.142, -8.918], [0.527, -2.051, 2.303], [1.129, -0.652, 6.045], [-1.018, -3.416, 4.262], [5.137, 0.014, -1.612], [-3.735, -3.208, -1.198], [6.802, 1.103, -3.287], [-3.281, -1.868, -2.230], [0.009, -6.450, 0.073], [0.916, 1.137, 4.658], [-0.968, 1.952, 1.074], [3.960, 4.649, -6.026], [5.250, -0.711, -4.030], [-0.319, -1.271, 5.683], [0.906, 4.737, -3.946], [-2.014, 0.330, 4.736], [0.497, -2.498, 0.596], [4.042, 4.828, -8.541], [-1.513, 5.348, 8.536], [2.649, 6.477, -7.308], [-0.694, -8.935, -1.585], [1.547, 0.173, 0.568], [-2.136, 3.085, 7.701], [-5.343, -3.032, -3.031], [-1.311, 4.913, 6.072], [-3.163, 5.903, 8.312], [-2.871, -4.701, 1.697], [-1.107, -0.854, -2.290], [1.711, 6.319, -2.219], [-2.377, -2.760, 5.220], [1.645, 3.250, -1.370], [0.726, -0.016, -1.504], [4.194, 3.078, -6.790], [-2.101, -4.519, 5.142], [2.854, -2.971, 1.421], [-1.229, -7.283, -1.934], [0.566, -8.080, 0.423], [-4.675, -3.386, -5.412], [2.323, -0.590, 1.948], [-1.702, 2.067, -1.216], [-4.224, 0.426, 1.592], [-3.861, -1.961, -4.762], [-1.323, 1.855, 5.271], [-4.453, -4.534, -3.194], [4.032, 0.485, -4.437], [-2.959, 5.491, 5.831], [-2.016, -2.103, 0.222], [2.842, 3.974, -2.448], [1.826, 2.633, -3.003], [-3.633, -2.404, 1.731], [-0.012, 6.493, -2.533], [-1.420, 2.800, 3.193], [-4.066, -1.794, 3.334], [-2.978, -3.477, -4.937]], "lowdin_charge": [1.022, 0.197, 0.535, 0.135, 0.126, 0.107, -0.072, -0.160, -0.438, 0.167, -0.006, -0.390, 0.166, 0.133, 0.144, 0.152, 0.143, -0.224, -0.210, -0.190, -0.242, -0.116, -0.197, -0.264, -0.183, -0.241, -0.260, -0.580, -0.321, -0.264, -0.120, -0.297, -0.195, -0.254, -0.213, -0.199, -0.242, -0.112, -0.417, -0.105, -0.303, -0.349, -0.332, -0.095, -0.279, -0.134, -0.266, -0.111, -0.061, -0.247, -0.224, -0.258, 0.146, 0.067, 0.072, 0.067, 0.111, 0.119, 0.070, 0.110, 0.117, 0.074, 0.137, 0.114, 0.046, 0.072, 0.088, 0.073, 0.114, 0.044, 0.052, 0.073, 0.071, 0.099, 0.118, 0.097, 0.113, 0.116, 0.035, 0.068, 0.107, 0.041, 0.088, 0.095, 0.058, 0.104, 0.104, 0.119, 0.072, 0.081, 0.114, 0.108, 0.075, 0.108, 0.035, -0.080, 0.114, 0.079, 0.066, -0.070, 0.066, 0.073, 0.138, 0.065, 0.105, 0.066, 0.115, -0.092, -0.276, 0.078, 0.090, 0.107, 0.109, 0.074, -0.043, 0.031, 0.063, 0.073, 0.113, 0.101, 0.117, 0.068], "total_charge": -1, "spin_multiplicity": 1, "relative_energy_kj_mol": 0.00}


Molar mass list, top to bottom, in g mol⁻¹: 999.614; 892.793